Formula: C36H42N7O3
Source: the OMol25 dataset
Level of theory: ωB97M-V/def2-TZVPD

Last column: Löwdin charge in e.
Element x y z (Å)
N  -0.52208  -0.81417  -1.16280  -0.7466
O  -0.87051  -1.85180  -0.58430  -0.1063
O  -1.07129  0.25609  -0.93945  -0.1195
O  0.19528  -0.78138  -2.07987  -0.0270
C  10.45695  6.49121  -11.43315  0.0338
N  9.38515  6.69872  -10.44890  -0.0590
C  9.63930  6.72440  -9.12551  0.0736
C  8.51547  6.79299  -8.24686  0.0444
C  7.21178  6.59344  -8.60335  -0.1182
C  6.97563  6.57134  -10.01007  0.0618
C  8.06762  6.57926  -10.83552  0.0227
C  6.09603  6.52010  -7.61334  -0.1079
C  6.13485  7.35544  -6.53833  0.0397
C  5.11168  7.25780  -5.64250  0.0359
N  4.06290  6.40204  -5.74753  -0.0912
C  4.01239  5.51614  -6.75815  0.0408
C  5.02978  5.56212  -7.69349  0.0796
C  3.04456  6.47254  -4.73686  0.0357
H  10.57783  5.47852  -11.81780  0.1242
H  11.38353  7.00093  -11.16910  0.1194
H  10.16063  7.00561  -12.34732  0.1112
H  10.67290  6.76217  -8.81464  0.1597
H  8.83910  6.99586  -7.23666  0.1337
H  5.99000  6.38132  -10.40859  0.1395
H  7.80328  6.50701  -11.88017  0.1553
H  6.89875  8.11819  -6.50595  0.1470
H  5.05523  7.93088  -4.79977  0.1583
H  3.26329  4.74056  -6.69709  0.1598
H  5.07300  4.87661  -8.52692  0.1350
H  3.42945  5.94877  -3.86187  0.1273
H  2.21693  5.86588  -5.10442  0.1150
H  2.83891  7.51992  -4.51592  0.1228
C  -6.64308  -3.04956  -0.71691  0.0395
N  -7.40751  -1.78865  -0.71833  -0.0689
C  -8.05629  -1.34592  0.40789  0.0350
C  -8.38657  -0.03030  0.58194  0.0650
C  -8.32143  0.81219  -0.56727  -0.1068
C  -7.62285  0.37704  -1.70405  0.0731
C  -7.20441  -0.95110  -1.76580  0.0521
C  -8.94515  2.14576  -0.52537  -0.1145
C  -8.38847  3.27441  -1.10134  0.0306
C  -8.98803  4.48488  -1.04954  0.0399
N  -10.22242  4.59745  -0.43310  -0.0523
C  -10.84535  3.53876  0.14811  0.0415
C  -10.20992  2.31139  0.06829  0.0552
C  -10.86147  5.96110  -0.29546  0.0565
H  -5.84609  -3.09829  0.02508  0.1239
H  -6.25336  -3.22102  -1.72032  0.1098
H  -7.32602  -3.86773  -0.48825  0.1149
H  -8.00026  -2.10378  1.17530  0.1536
H  -8.98032  0.31622  1.41488  0.1324
H  -7.45103  1.03267  -2.54490  0.1369
H  -6.69096  -1.41138  -2.59701  0.1531
H  -7.40880  3.25400  -1.55547  0.1437
H  -8.61288  5.32949  -1.60837  0.1603
H  -11.76835  3.67370  0.69240  0.1572
H  -10.74829  1.55912  0.62565  0.1351
H  -11.64094  5.89716  0.46377  0.1051
H  -11.30062  6.37380  -1.20372  0.1169
H  -10.04932  6.59725  0.05641  0.1107
C  0.24853  -3.71751  6.75581  0.0303
N  1.01970  -4.75081  7.46794  -0.0695
C  1.74031  -5.62977  6.69002  0.0517
C  2.23511  -6.77046  7.25825  0.0277
C  1.94997  -7.17874  8.52684  -0.1327
C  1.28665  -6.21486  9.31423  0.0534
C  0.91933  -4.94494  8.84322  0.0776
C  2.35424  -8.51751  9.08151  -0.0848
C  2.90895  -8.54086  10.36539  0.0495
C  3.31961  -9.73796  10.87754  0.0102
N  3.19318  -10.86708  10.19638  -0.0587
C  2.57379  -10.93545  8.93045  0.0597
C  2.12869  -9.76295  8.40321  0.0541
C  3.67756  -12.16750  10.75053  0.0531
H  0.85770  -3.09106  6.10424  0.1180
H  -0.05308  -3.01507  7.53280  0.1058
H  -0.59698  -4.15253  6.22293  0.1216
H  1.78759  -5.35834  5.64575  0.1594
H  2.85516  -7.52027  6.78948  0.1427
H  1.04464  -6.60768  10.29071  0.1317
H  0.43267  -4.24844  9.50990  0.1524
H  2.99996  -7.63482  10.94609  0.1407
H  3.77782  -9.80641  11.85312  0.1664
H  2.46510  -11.89315  8.44322  0.1538
H  1.69957  -9.79066  7.41251  0.1380
H  3.79030  -12.90289  9.95392  0.1115
H  3.17511  -12.47532  11.66753  0.1233
H  4.71072  -11.91413  10.98819  0.1129

For the calculated total energy, the calculation gives -54534.66754 eV. The energy above the lowest of the compared OMol25 structures with the same formula, charge and spin comes out at 14.67 kcal per mole. Its total charge is +5.